# 1
{
  "formula": "C36H28BrIrO5P2SSe",
  "method": "ωB97M-V/def2-TZVPD",
  "symbols": ["H", "H", "H", "C", "C", "C", "H", "C", "C", "H", "O", "C", "H", "H", "O", "C", "C", "H", "C", "H", "H", "H", "H", "C", "C", "H", "C", "H", "C", "C", "C", "C", "C", "C", "O", "H", "C", "C", "H", "H", "C", "Se", "C", "C", "C", "C", "H", "C", "H", "C", "S", "C", "H", "Br", "P", "C", "C", "C", "C", "O", "H", "H", "C", "C", "Ir", "H", "C", "O", "H", "H", "P", "H", "H", "H", "C"],
  "xyz": [[4.687, 0.390, 0.739], [-4.308, 0.186, -1.870], [2.669, -1.725, 4.083], [0.435, 2.639, 1.987], [-5.233, -0.563, 1.283], [2.217, -0.490, 0.963], [3.486, 4.770, 2.829], [3.499, 2.158, -1.904], [2.617, 4.167, 2.601], [-0.905, -1.450, 1.808], [-0.462, 0.704, 0.754], [-2.773, -1.990, -4.654], [3.121, -3.688, 0.302], [-1.075, -5.788, -0.536], [-2.184, 4.589, -1.468], [4.688, 0.977, -0.171], [2.623, -1.701, 3.001], [-2.322, -2.573, -5.446], [2.882, -2.803, 0.877], [2.487, -1.608, -0.858], [4.707, 3.034, -3.441], [3.234, -3.742, 2.774], [2.031, 0.359, 2.931], [1.631, 2.352, 1.314], [-3.971, -1.326, -4.871], [-4.467, -1.397, -5.830], [-4.514, -0.544, -3.863], [3.660, 3.021, 1.132], [-3.000, -0.230, 0.374], [-3.881, -0.450, -2.633], [2.258, -0.528, 2.353], [0.316, 3.622, 2.947], [2.942, -2.832, 2.266], [-0.620, -3.557, 1.963], [-2.005, 1.824, -1.712], [-5.849, 0.758, 2.859], [4.703, 2.460, -2.524], [5.889, 1.282, -0.792], [-0.408, -5.690, 1.843], [-4.376, -1.737, -0.285], [-2.854, 0.795, 1.315], [-1.443, 3.239, -1.097], [2.716, 3.167, 1.640], [-1.311, -2.440, -0.063], [-4.221, -0.913, 0.401], [5.895, 2.021, -1.969], [-0.637, 3.798, 3.434], [-5.058, 0.482, 2.175], [2.570, 2.515, -2.334], [3.483, 1.415, -0.725], [-1.196, 1.754, 1.516], [-0.935, -2.395, 1.282], [-5.429, 0.007, -4.034], [1.146, -0.588, -3.358], [-1.759, -0.863, -0.853], [-0.655, -4.781, 1.310], [-3.848, 1.158, 2.201], [-2.134, -1.892, -3.429], [-1.023, -4.837, -0.024], [-1.733, 3.051, 0.665], [1.347, 5.174, 4.009], [-6.162, -1.117, 1.273], [2.519, -1.636, 0.226], [-2.700, -1.155, -2.386], [0.090, 0.764, -1.719], [6.834, 2.251, -2.455], [1.423, 4.396, 3.262], [0.182, 3.117, -1.246], [-1.164, -2.355, -3.315], [-3.679, 1.957, 2.914], [1.886, 1.032, 0.045], [6.820, 0.941, -0.359], [-1.694, -3.758, -1.728], [-0.351, -3.507, 3.010], [-1.356, -3.675, -0.709]],
  "atomic_forces_ev_per_a": [[0.005, 0.006, -0.008], [0.011, -0.007, -0.051], [-0.003, 0.006, -0.009], [-0.131, -0.013, -0.085], [-0.019, -0.013, 0.011], [-0.060, -0.020, 0.000], [0.005, -0.004, -0.013], [-0.042, 0.081, 0.016], [0.005, 0.004, 0.010], [0.022, -0.002, -0.014], [0.110, -0.093, 0.022], [0.014, -0.011, 0.024], [0.001, 0.008, 0.006], [0.003, 0.009, -0.001], [0.175, -0.302, 0.193], [-0.040, -0.037, -0.029], [-0.027, 0.002, -0.008], [0.000, 0.002, 0.009], [-0.030, 0.009, 0.013], [-0.008, -0.009, 0.009], [-0.003, 0.001, 0.008], [0.000, 0.006, -0.005], [0.001, -0.010, 0.005], [-0.055, 0.073, 0.004], [-0.007, 0.013, 0.004], [0.004, -0.002, 0.007], [0.003, 0.001, 0.002], [0.004, 0.017, 0.016], [0.001, 0.076, 0.077], [-0.039, -0.032, 0.052], [0.022, 0.003, 0.005], [0.040, -0.047, -0.035], [-0.042, -0.028, -0.015], [0.047, -0.001, 0.003], [0.238, 0.139, 0.026], [0.012, -0.007, -0.003], [-0.037, -0.009, 0.019], [-0.014, 0.025, -0.028], [-0.007, 0.007, 0.003], [-0.034, -0.008, 0.015], [0.075, 0.087, -0.100], [-0.244, 0.456, -0.323], [0.005, -0.069, -0.021], [0.049, -0.062, -0.023], [0.119, -0.020, 0.008], [0.018, -0.015, 0.027], [0.000, -0.014, -0.018], [-0.069, -0.023, 0.017], [0.005, -0.019, -0.009], [0.042, -0.014, 0.043], [0.005, 0.050, -0.142], [0.021, 0.044, 0.008], [0.004, -0.005, 0.005], [0.021, 0.189, -0.070], [-0.133, 0.045, -0.159], [0.014, -0.003, -0.004], [0.038, -0.054, -0.037], [0.037, -0.027, 0.023], [-0.017, 0.035, -0.028], [0.030, -0.125, 0.004], [0.006, -0.007, -0.005], [0.007, -0.002, -0.015], [0.002, 0.025, 0.016], [-0.053, 0.162, 0.040], [-0.024, -0.516, 0.637], [-0.011, -0.001, 0.006], [0.041, 0.024, 0.020], [-0.207, -0.077, -0.052], [0.006, -0.097, 0.079], [0.017, -0.002, -0.021], [0.107, 0.094, -0.075], [-0.010, -0.005, -0.005], [0.005, 0.050, -0.140], [0.020, 0.013, 0.009], [-0.051, 0.054, 0.053]],
  "mulliken_spin": [0.00, 0.01, 0.00, 0.28, -0.01, 0.05, 0.00, 0.01, -0.01, 0.01, 0.00, -0.03, 0.00, 0.00, 0.01, 0.01, 0.00, 0.00, -0.01, 0.00, 0.00, 0.00, 0.01, -0.04, 0.02, 0.00, -0.01, 0.01, -0.02, 0.04, 0.01, 0.07, 0.01, -0.01, 0.10, 0.00, 0.00, 0.00, 0.00, 0.01, 0.29, 0.01, 0.03, 0.01, 0.03, 0.00, 0.01, 0.01, -0.02, -0.01, 0.30, 0.03, 0.00, 0.44, 0.29, 0.02, 0.06, 0.02, -0.01, 0.00, 0.00, 0.00, 0.00, 0.00, 2.44, 0.00, 0.02, 0.09, 0.01, 0.01, 0.35, 0.00, 0.00, 0.00, 0.03],
  "gap_ev": [7.7, 6.9],
  "spin_multiplicity": 6,
  "total_charge": 1
}

---

# 2
{
  "formula": "C8H14OS",
  "method": "ωB97M-V/def2-TZVPD",
  "symbols": ["H", "C", "H", "H", "H", "C", "C", "H", "C", "H", "C", "O", "C", "H", "H", "C", "H", "C", "H", "H", "S", "H", "H", "H"],
  "xyz": [[1.981, 3.167, 0.574], [0.419, 1.949, -0.111], [1.908, 1.599, 1.460], [0.885, 2.777, 1.902], [-0.491, -1.009, -1.996], [0.219, -3.051, -0.494], [-1.602, 0.436, -0.720], [1.248, -3.066, -0.155], [-0.879, -0.883, -0.970], [-1.091, -2.528, 1.837], [1.337, 2.485, 1.020], [1.670, 3.477, -1.722], [-0.436, -1.732, -0.060], [-1.146, 1.217, 1.217], [-1.814, 1.116, -1.551], [-0.717, 1.301, 0.281], [-2.518, 0.201, -0.239], [-0.671, -1.608, 1.386], [0.097, -3.324, -1.524], [-1.388, -0.806, 1.582], [1.007, 2.162, -1.839], [-0.437, -3.746, -0.052], [2.043, 1.232, -1.660], [0.375, -1.368, 1.834]],
  "atomic_forces_ev_per_a": [[1.357, 1.496, -0.182], [-1.666, -1.267, 2.718], [-0.145, 0.875, -1.115], [-1.585, 1.367, 1.241], [-0.529, -0.219, 0.374], [-0.483, 1.708, 0.281], [1.955, 0.990, 1.188], [0.118, -0.582, 0.100], [0.634, 1.358, -1.668], [0.489, 0.330, -0.173], [0.511, -3.637, -1.584], [0.177, 0.571, -0.756], [-0.251, -1.267, -1.416], [0.146, 0.484, 2.265], [0.104, -0.809, -0.409], [0.629, -0.223, -4.797], [-1.031, 0.084, 0.465], [1.093, 0.357, 1.165], [0.420, 0.597, -0.822], [0.350, -0.063, 0.287], [0.251, -0.452, 1.941], [-0.098, -1.484, 1.189], [-0.566, 0.149, -0.122], [-1.882, -0.364, -0.169]],
  "lowdin_charge": [0.03, -0.42, 0.10, 0.05, 0.11, -0.05, -0.17, 0.08, -0.09, 0.09, -0.08, -0.60, -0.38, 0.07, 0.10, -0.09, 0.09, -0.06, 0.07, 0.06, 0.90, 0.06, 0.01, 0.13],
  "gap_ev": 9.5
}

---

# 3
{
  "formula": "C16H17N5",
  "method": "ωB97M-V/def2-TZVPD",
  "symbols": ["N", "C", "H", "C", "C", "C", "H", "C", "H", "N", "C", "H", "C", "C", "N", "H", "C", "H", "C", "C", "C", "H", "C", "H", "C", "H", "N", "C", "H", "H", "H", "H", "H", "H", "C", "N", "H", "H"],
  "xyz": [[-0.029, 0.911, 2.714], [2.963, 0.044, 0.630], [-1.249, 4.325, 3.881], [0.892, -0.763, 1.780], [-1.320, 3.455, 3.223], [-0.917, -2.066, 2.840], [4.951, 0.062, -0.223], [2.190, -1.308, -1.719], [-0.663, -0.721, 4.782], [-1.431, 2.270, 4.055], [-0.747, 1.132, 3.788], [-1.497, 0.713, 6.786], [-2.178, 2.167, 5.291], [0.020, 1.948, 1.717], [0.123, -3.850, 0.186], [-0.777, 1.778, 0.969], [1.661, -0.521, 0.541], [-0.129, 4.078, 1.552], [3.919, -0.268, -0.357], [0.044, -2.891, 0.856], [-1.888, 0.745, 5.765], [3.219, 0.655, 1.500], [-0.110, 3.322, 2.332], [0.167, -1.080, -0.969], [1.240, -0.979, -0.744], [-2.786, 0.107, 5.731], [-1.676, -2.443, 3.657], [3.550, -1.006, -1.505], [1.251, -0.355, 2.772], [-2.220, 3.563, 2.609], [4.311, -1.302, -2.252], [-3.253, 2.303, 5.136], [0.968, 1.861, 1.175], [0.781, 3.528, 2.922], [-0.030, -1.802, 1.769], [-0.909, 0.268, 4.834], [1.894, -1.810, -2.654], [-1.824, 2.891, 6.041]],
  "atomic_forces_ev_per_a": [[-1.852, 1.383, 1.357], [-0.025, -1.132, -0.405], [0.035, 0.051, -0.104], [1.284, -0.713, 0.891], [-0.548, -0.307, 0.153], [-1.543, -1.426, 1.997], [-0.335, -0.062, -0.109], [0.334, 0.409, 0.064], [-0.346, 0.735, -0.199], [-0.138, 0.038, 0.029], [0.649, -0.365, -1.021], [-0.119, 0.099, -0.071], [-0.086, 0.421, 0.355], [-0.498, 0.113, -0.142], [-0.196, 1.794, 1.223], [0.141, 0.117, 0.108], [0.600, 0.565, -0.488], [-0.132, 0.169, -0.090], [-0.554, 0.164, -0.163], [-0.081, -1.771, -1.584], [-0.524, -0.676, 0.535], [0.101, -0.483, -0.110], [0.558, 0.511, -0.130], [0.651, -0.376, 0.323], [0.107, -0.140, 0.300], [0.159, 0.237, 0.042], [1.609, 1.135, -1.656], [-0.177, 0.176, 0.399], [0.333, -1.367, -2.119], [-0.089, 0.062, 0.073], [-0.564, 0.244, 0.591], [0.131, 0.198, -0.026], [-0.144, 0.155, 0.066], [0.187, -0.065, 0.132], [0.212, -0.043, -0.033], [0.985, -0.322, -0.484], [0.023, 0.431, 0.576], [-0.148, 0.040, -0.278]],
  "lowdin_charge": [0.01, -0.03, 0.12, -0.02, -0.14, -0.21, 0.10, -0.07, 0.11, -0.05, -0.34, 0.12, -0.11, -0.22, 0.15, 0.13, -0.21, 0.11, -0.08, -0.24, -0.15, 0.12, -0.17, 0.13, -0.04, 0.12, 0.15, -0.07, 0.14, 0.12, 0.11, 0.12, 0.10, 0.12, -0.25, 0.07, 0.11, 0.12],
  "gap_ev": 7.4
}

---

The energy results, record by record, are as follows: -7925.0599 -786.5160 -893.5706 Eh.